1.
Formula: C4H9BrP2
Source: the Open Molecules 2025 dataset
Level of theory: the ωB97M-V functional and the def2-TZVPD basis

```
! wB97M-V def2-TZVPD RIJCOSX def2/J DEFGRID3
* xyz 0 1
C 0.329 0.359 -1.028
C -0.583 1.500 -0.571
C -0.655 -0.015 1.755
C 1.106 -0.230 0.088
P -1.769 0.962 0.775
P 1.474 -1.985 0.271
Br -2.837 -0.610 -0.336
H -0.256 -0.408 -1.540
H 1.023 0.801 -1.751
H 0.010 2.302 -0.123
H -1.147 1.913 -1.410
H -0.958 -1.011 2.042
H -0.127 0.543 2.514
H 1.789 0.434 0.605
H 2.258 -2.099 -0.890
H 0.342 -2.458 -0.399
*
```

Lowest unoccupied orbital energy in eV: 0.1
Relative energy (zero: lowest compared OMol25 entry of this formula, charge and spin) in kJ/mol: 158.1
HOMO level in eV: -8.10
E_tot in eV: -92911.8577

***

2.
Formula: C30H56N8O11S
Source: the Open Molecules 2025 dataset
Level of theory: the ωB97M-V functional and the def2-TZVPD basis

```
! wB97M-V def2-TZVPD RIJCOSX def2/J DEFGRID3
* xyz 0 1
O 2.669 -6.985 -0.420
C 2.175 -6.010 -0.869
C 2.771 -4.667 -1.182
C 3.815 -3.971 -0.599
C 4.092 -2.709 -1.121
C 3.365 -2.187 -2.183
C 2.344 -2.914 -2.795
C 2.060 -4.159 -2.266
C 1.047 -5.208 -2.647
O 0.604 -5.496 -3.701
N 0.805 -5.919 -1.373
C -0.096 -5.196 -0.495
S -1.506 -4.456 -1.329
O -1.166 -3.155 -1.838
O -2.124 -5.351 -2.260
H 4.382 -4.389 0.224
H 4.882 -2.110 -0.691
H 3.589 -1.197 -2.550
H 1.769 -2.529 -3.623
H -0.536 -5.896 0.218
H 0.379 -4.389 0.074
H -2.398 -4.234 -0.325
C -2.911 0.446 -2.827
N -2.228 0.917 -1.636
C -2.787 2.038 -0.896
C -1.093 0.354 -1.184
O -0.492 0.721 -0.190
H -2.973 1.255 -3.558
H -3.919 0.124 -2.564
H -2.372 -0.392 -3.269
H -2.067 2.856 -0.856
H -3.012 1.736 0.127
H -3.698 2.378 -1.383
H -0.746 -0.490 -1.803
C -4.821 -4.274 -3.348
N -5.905 -3.308 -3.341
C -7.198 -3.669 -3.892
C -5.745 -2.077 -2.820
O -6.606 -1.218 -2.784
H -4.586 -4.566 -4.373
H -5.113 -5.158 -2.777
H -3.935 -3.841 -2.898
H -7.479 -2.998 -4.704
H -7.944 -3.579 -3.102
H -7.166 -4.692 -4.260
H -4.735 -1.910 -2.410
C -7.528 -5.804 -0.828
N -6.768 -5.289 0.294
C -7.298 -4.177 1.066
C -5.574 -5.809 0.639
O -4.882 -5.414 1.558
H -7.664 -5.002 -1.553
H -8.503 -6.162 -0.493
H -6.992 -6.625 -1.301
H -6.607 -3.334 1.029
H -7.420 -4.472 2.108
H -8.259 -3.875 0.658
H -5.264 -6.646 -0.012
C 2.181 5.011 1.249
N 1.056 4.260 1.781
C 1.064 2.806 1.694
C 0.009 4.869 2.351
O -0.966 4.304 2.824
H 2.291 4.808 0.188
H 3.094 4.711 1.771
H 2.027 6.073 1.390
H 0.201 2.462 1.128
H 1.007 2.381 2.698
H 1.976 2.472 1.207
H 0.106 5.969 2.361
C -0.923 8.444 6.035
N 0.379 7.824 5.898
C 0.821 6.871 6.902
C 1.199 8.098 4.867
O 2.298 7.604 4.701
H -0.975 9.006 6.971
H -1.702 7.680 6.036
H -1.101 9.126 5.206
H 1.745 7.220 7.366
H 1.017 5.905 6.437
H 0.052 6.759 7.662
H 0.773 8.828 4.157
C 2.690 10.434 -1.719
N 2.950 9.175 -1.050
C 4.003 9.104 -0.049
C 2.247 8.060 -1.322
O 2.429 6.983 -0.785
H 3.583 10.765 -2.253
H 2.412 11.196 -0.988
H 1.877 10.317 -2.433
H 4.751 8.369 -0.347
H 3.588 8.797 0.911
H 4.473 10.079 0.054
H 1.470 8.211 -2.090
C 9.028 -6.424 1.339
N 7.869 -5.730 0.810
C 7.468 -5.964 -0.569
C 7.148 -4.876 1.551
O 6.168 -4.273 1.145
H 9.915 -6.165 0.758
H 8.872 -7.503 1.287
H 9.192 -6.141 2.376
H 7.487 -5.027 -1.126
H 6.452 -6.358 -0.599
H 8.147 -6.675 -1.031
H 7.522 -4.763 2.581
*
```

Lowest unoccupied orbital energy in eV: 0.2
Relative energy (zero: lowest compared OMol25 entry of this formula, charge and spin) in kJ/mol: 41.3
HOMO level in eV: -8.22
E_tot in eV: -77294.9392
Structure (SMILES): O=C1c2ccccc2C(=O)N1C[SH](=O)=O.CN(C)C=O.CN(C)C=O.CN(C)C=O.CN(C)C=O.CN(C)C=O.CN(C)C=O.CN(C)C=O

***

3.
Formula: C5H6N2O2
Source: the Open Molecules 2025 dataset
Level of theory: the ωB97M-V functional and the def2-TZVPD basis

```
! wB97M-V def2-TZVPD RIJCOSX def2/J DEFGRID3
* xyz 0 1
C 0.685 0.998 0.085
C 0.301 1.196 -1.111
C -1.102 -0.565 0.461
C 0.291 -0.246 0.878
C -0.694 -0.986 -0.932
N -1.048 -0.545 -2.133
N 0.494 -1.720 -0.785
O -0.544 -1.009 -3.160
O 1.036 -1.363 0.475
H 1.156 1.633 0.764
H 0.320 1.642 -2.065
H -1.558 -1.524 0.973
H -1.749 0.270 0.513
H 0.535 -0.073 1.876
H 1.023 -1.652 -1.653
*
```

Lowest unoccupied orbital energy (spin up / spin down) in eV: -1.2 / -0.2
Relative energy (zero: lowest compared OMol25 entry of this formula, charge and spin) in kJ/mol: 850.2
HOMO level (spin up / spin down) in eV: -7.94 / -8.29
E_tot in eV: -12348.8095

***

4.
Formula: C2H3NO3
Source: the Open Molecules 2025 dataset
Level of theory: the ωB97M-V functional and the def2-TZVPD basis

```
! wB97M-V def2-TZVPD RIJCOSX def2/J DEFGRID3
* xyz 0 3
C 0.384 1.178 -0.215
C 0.380 -0.411 -0.132
N -0.830 -1.037 0.372
O -1.528 -0.583 1.223
O -1.124 -2.001 -0.356
O 1.074 0.602 0.858
H 1.048 1.569 -1.042
H -0.487 1.548 0.112
H 1.083 -0.866 -0.820
*
```

Lowest unoccupied orbital energy (spin up / spin down) in eV: 0.9 / -3.8
Relative energy (zero: lowest compared OMol25 entry of this formula, charge and spin) in kJ/mol: 594.6
HOMO level (spin up / spin down) in eV: -7.74 / -11.09
E_tot in eV: -9746.2227

***

5.
Formula: C31H48LaO3P2
Source: the Open Molecules 2025 dataset
Level of theory: the ωB97M-V functional and the def2-TZVPD basis

```
! wB97M-V def2-TZVPD RIJCOSX def2/J DEFGRID3
* xyz 1 1
La -0.857 0.928 2.503
C 1.323 1.087 3.906
C 2.278 1.457 2.905
C 0.641 3.050 2.941
C 0.377 2.163 4.039
C 1.875 2.669 2.324
C 1.406 -0.115 4.759
H 2.214 -0.782 4.446
H 0.489 -0.720 4.787
H 1.632 0.190 5.792
C -0.908 2.165 4.811
H -0.967 1.392 5.587
H -1.919 2.063 4.243
H -0.970 3.172 5.261
C -0.392 3.952 2.357
H -0.731 4.683 3.101
H -1.313 3.400 2.016
H -0.004 4.517 1.498
C 2.549 3.318 1.159
H 3.301 4.093 1.408
H 1.814 3.803 0.502
H 3.098 2.568 0.574
C 3.498 0.682 2.583
H 4.385 1.030 3.149
H 3.751 0.759 1.514
H 3.361 -0.381 2.826
C -0.409 -2.349 0.071
C 0.705 -2.606 0.753
C 2.144 -2.490 0.354
C 2.420 -1.671 -0.918
C 2.043 -0.222 -0.822
C 0.894 0.363 -1.193
C -0.430 -0.288 -1.555
C -0.558 -1.815 -1.317
H 2.557 -3.502 0.204
H 2.026 -2.178 -1.806
H 2.731 -2.043 1.185
H 0.038 -2.349 -2.071
H -1.364 -2.556 0.584
H 0.589 -2.897 1.807
H -1.599 -2.052 -1.588
H -1.283 0.206 -1.036
H 0.871 1.463 -1.201
H -0.639 -0.101 -2.636
H 3.511 -1.659 -1.027
H 2.851 0.429 -0.435
P -0.761 -0.227 -5.456
P -0.533 2.422 -6.829
C -0.805 -0.309 -7.325
C -1.168 1.043 -7.918
H -1.542 -1.063 -7.627
H 0.185 -0.639 -7.670
H -0.740 1.168 -8.921
H -2.257 1.180 -7.974
C -1.296 3.784 -7.814
H -0.895 4.743 -7.452
H -2.383 3.763 -7.649
H -1.072 3.649 -8.885
C 1.127 2.501 -7.645
H 0.992 2.459 -8.737
H 1.757 1.667 -7.311
H 1.611 3.446 -7.362
C -2.268 -1.248 -5.194
H -2.362 -1.521 -4.136
H -2.213 -2.151 -5.814
H -3.145 -0.655 -5.485
C 0.568 -1.481 -5.239
H 1.501 -1.056 -5.631
H 0.318 -2.396 -5.793
H 0.706 -1.707 -4.173
O -1.126 -0.592 6.555
C -1.636 -1.858 6.649
C -1.689 -2.459 7.924
C -2.376 -3.655 8.089
C -2.966 -4.274 6.976
C -2.825 -3.708 5.698
C -2.163 -2.483 5.497
C -2.105 -1.966 4.070
O -2.382 -2.750 3.156
O -1.765 -0.686 3.846
H -0.835 -0.312 7.447
H -1.230 -1.951 8.773
H -2.450 -4.090 9.091
H -3.545 -5.196 7.097
H -3.263 -4.215 4.833
*
```

Lowest unoccupied orbital energy in eV: -3.5
Relative energy (zero: lowest compared OMol25 entry of this formula, charge and spin) in kJ/mol: 50.7
HOMO level in eV: -9.28
E_tot in eV: -58498.8172

***

6.
Formula: C21H24N2O4S
Source: the Open Molecules 2025 dataset
Level of theory: the ωB97M-V functional and the def2-TZVPD basis

```
! wB97M-V def2-TZVPD RIJCOSX def2/J DEFGRID3
* xyz 0 1
C 3.947 3.967 4.519
C 3.853 2.677 3.624
O 4.883 1.893 3.423
N 2.677 2.417 3.195
C 2.374 1.456 2.416
C 3.191 0.269 2.243
C 2.576 -0.780 1.626
C 1.432 -0.786 1.016
C 0.604 0.254 1.419
C 1.000 1.285 2.147
C 0.516 2.338 2.731
H 0.152 3.091 1.870
H -0.486 2.446 3.294
C 1.537 3.128 3.430
H 1.376 3.409 4.411
H 1.656 4.215 3.148
H -0.675 0.290 1.204
S 0.596 -2.126 0.192
O -0.690 -2.476 0.399
O 1.515 -3.359 0.209
C 0.674 -1.387 -1.615
C -0.372 -2.322 -2.228
H 0.088 -3.155 -2.919
C -1.166 -1.390 -3.229
O -0.606 -0.173 -3.753
N -2.172 -1.949 -4.137
H -2.504 -2.685 -3.777
C -3.046 -1.280 -4.862
H -3.447 -1.690 -5.555
H -2.725 -0.218 -5.055
C -4.277 -0.923 -3.976
C -3.838 -0.058 -2.735
C -3.741 1.180 -2.670
C -3.270 1.990 -1.525
C -2.910 1.194 -0.381
C -3.019 -0.442 -0.432
C -3.509 -0.810 -1.673
H -3.873 -2.072 -1.327
H -2.781 -0.874 0.471
H -2.405 1.517 0.593
H -3.270 2.907 -1.478
H -3.978 1.689 -3.281
H -4.833 -1.732 -3.577
H -5.105 -0.104 -4.424
H -1.014 -2.619 -1.708
H 0.154 -0.398 -1.594
H 1.473 -1.444 -1.990
H 3.091 -1.625 1.083
H 4.359 0.159 2.334
H 3.456 3.965 5.475
H 5.085 4.130 4.775
H 3.782 4.833 3.798
*
```

Lowest unoccupied orbital energy in eV: 0.0
Relative energy (zero: lowest compared OMol25 entry of this formula, charge and spin) in kJ/mol: 2003.6
HOMO level in eV: -8.62
E_tot in eV: -44152.6380

***

7.
Formula: C3H9NO3
Source: the Open Molecules 2025 dataset
Level of theory: the ωB97M-V functional and the def2-TZVPD basis

```
! wB97M-V def2-TZVPD RIJCOSX def2/J DEFGRID3
* xyz 0 1
C 0.829 -1.757 -0.713
C -0.499 -1.053 -0.543
N -0.659 -0.514 0.814
C 0.123 0.494 1.242
O 0.614 1.364 0.553
O 0.305 0.467 2.590
H 1.019 -2.095 -1.731
H 0.867 -2.575 0.003
H 1.629 -1.079 -0.483
H -1.371 -1.692 -0.709
H -0.667 -0.198 -1.205
H -0.951 -1.160 1.527
H 0.866 1.239 2.774
O -1.080 2.833 -1.460
H -0.616 2.371 -0.751
H -0.410 3.355 -1.909
*
```

Lowest unoccupied orbital energy in eV: 0.7
Relative energy (zero: lowest compared OMol25 entry of this formula, charge and spin) in kJ/mol: 1.8
HOMO level in eV: -10.36
E_tot in eV: -10890.5623
Structure (SMILES): CCNC(=O)O.O

***

8.
Formula: C3H12O3
Source: the Open Molecules 2025 dataset
Level of theory: the ωB97M-V functional and the def2-TZVPD basis

```
! wB97M-V def2-TZVPD RIJCOSX def2/J DEFGRID3
* xyz 0 1
C 0.566 -0.526 -1.285
C 0.092 0.508 -0.278
C -0.579 -0.164 0.895
O 1.280 1.232 0.137
H 1.005 -0.095 -2.179
H 1.376 -1.069 -0.785
H -0.152 -1.278 -1.546
H -0.550 1.229 -0.795
H -1.398 -0.754 0.494
H 0.157 -0.730 1.454
H -0.989 0.524 1.628
H 0.955 1.905 0.744
O -3.535 0.499 -0.259
H -4.043 1.294 -0.055
H -4.073 -0.197 0.136
O 3.207 -0.843 0.937
H 3.700 -1.451 0.374
H 2.979 -0.084 0.383
*
```

Lowest unoccupied orbital energy in eV: 0.6
Relative energy (zero: lowest compared OMol25 entry of this formula, charge and spin) in kJ/mol: 5.4
HOMO level in eV: -10.21
E_tot in eV: -9447.9702
Structure (SMILES): CC(C)O.O.O

***

Among the records above, which one has the lowest relative energy (zero: lowest compared OMol25 entry of this formula, charge and spin)? C3H9NO3

***

Number 2 is which compound? C30H56N8O11S

***

Which of these has the highest relative energy (zero: lowest compared OMol25 entry of this formula, charge and spin)? C21H24N2O4S

***

Look up the E_tot of the third one. -12348.8095 eV